# 1
Formula: C3H4BrI
Source: the OMol25 dataset
Level of theory: ωB97M-V with the def2-TZVPD basis set

Output
**Relative energy (zero: lowest compared OMol25 entry of this formula, charge and spin)**: 3.0477 eV
**E**: -81315.0174 eV

Structure (ORCA input):
```
! RIJCOSX wB97M-V def2-TZVPD def2/J DEFGRID3
* xyz 0 1
C 0.25 -0.18 0.91
C -0.60 0.22 -0.05
C -1.83 -0.45 -0.48
Br -2.33 -2.24 -0.06
I -3.35 1.08 0.05
H 1.05 0.46 1.33
H 0.17 -0.92 1.68
H -0.25 1.12 -0.69
H -2.01 -0.65 -2.16
*
```

=====

# 2
Formula: C3H4BrN
Source: the OMol25 dataset
Level of theory: ωB97M-V with the def2-TZVPD basis set

Output
**Relative energy (zero: lowest compared OMol25 entry of this formula, charge and spin)**: 1.4970 eV
**E**: -74706.3297 eV

Structure (ORCA input):
```
! RIJCOSX wB97M-V def2-TZVPD def2/J DEFGRID3
* xyz 0 1
C -0.21 -0.05 -1.31
C -0.38 -0.34 0.62
C 0.25 0.89 -0.14
N -0.56 -1.04 -0.64
Br -0.88 2.46 0.11
H -0.23 0.02 -2.42
H 0.12 -0.96 1.45
H -1.31 -0.04 1.10
H 1.40 1.12 -0.17
*
```

=====

# 3
Formula: C3H4BrN
Source: the OMol25 dataset
Level of theory: ωB97M-V with the def2-TZVPD basis set

Output
**Relative energy (zero: lowest compared OMol25 entry of this formula, charge and spin)**: 1.8994 eV
**E**: -74705.9273 eV

Structure (ORCA input):
```
! RIJCOSX wB97M-V def2-TZVPD def2/J DEFGRID3
* xyz 0 1
C 2.19 2.02 -0.34
C -0.33 -1.15 0.64
C -0.92 -0.40 -0.23
N 1.06 2.18 -0.45
Br -2.31 1.00 0.21
H 0.07 2.17 -0.46
H 0.29 -1.96 0.32
H -0.52 -0.91 1.73
H -0.61 -0.48 -1.26
*
```